Here is a molecular structure, C2H2S3 at a distorted geometry from OMol25. Energies are from wB97M-V/def2-TZVPD.

## Properties
Lowest unoccupied orbital energy   -0.25 eV
Highest occupied orbital energy   -8.93 eV
DFT total energy   -34610.5221 eV
2S+1   1

Each line ends with the natural charge from an NBO analysis.
Geometry (Å):
C  -2.1029  0.9322  -1.6037  -0.493
C  -0.3767  0.1153  -0.0663  -0.677
S  -3.3861  1.5450  -2.2415  0.136
S  -1.1338  -0.4598  -1.6406  0.388
S  -1.1327  1.7866  -0.0931  0.182
H  -0.6549  -0.2842  0.8779  0.227
H  0.7505  -0.1909  -0.0811  0.238